95
Properties=species:S:1:pos:R:3:lowdin_spin:R:1 method="wB97M-V/def2-TZVPD" homo_energy_ha="-0.1299 / -0.1207" spin_multiplicity=2 total_charge=-1 homo_lumo_gap_ev="4.657 / 4.419" relative_energy_kcal_mol=0.00 s_squared=1.231
Ru 0.3094 -0.4506 -1.3380 1.48
C 5.1704 2.8347 -4.3291 -0.02
C 5.9994 2.1283 -3.4388 -0.01
C 5.4736 1.2207 -2.5414 -0.01
C 4.0922 1.0201 -2.5360 -0.02
C 3.2215 0.1908 -1.7369 -0.06
N 3.6275 -0.5823 -0.7249 -0.02
C 2.8394 -1.3054 0.0226 0.00
C 3.2992 -2.1490 1.1295 0.01
C 4.5542 -2.3626 1.6822 0.00
C 4.6538 -3.2400 2.7521 0.00
C 3.5259 -3.9006 3.2531 0.00
C 2.2741 -3.6911 2.6946 0.00
C 2.1748 -2.7997 1.6375 0.01
C 1.0254 -2.3386 0.8569 0.01
N -0.1997 -2.7560 1.0671 -0.03
C -1.2605 -2.3702 0.3561 -0.05
N -1.2925 -1.4452 -0.6412 0.01
C -2.5491 -1.3593 -1.1507 -0.07
N -2.9731 -0.5300 -2.1152 -0.02
C -2.1932 0.2730 -2.7866 -0.02
N -0.8325 0.4179 -2.6901 -0.01
C -0.3907 1.3572 -3.5862 0.00
N 0.8279 1.7629 -3.8068 -0.03
C 1.9070 1.3063 -3.1482 -0.05
N 1.9362 0.4054 -2.1412 0.00
C 3.2627 1.7305 -3.4244 -0.02
C 3.8030 2.6423 -4.3309 -0.01
C -1.5613 1.8703 -4.3164 0.00
C -1.6857 2.8285 -5.3079 0.00
C -2.9578 3.0987 -5.7957 0.00
C -4.0754 2.4206 -5.3031 0.00
C -3.9458 1.4587 -4.3098 0.00
C -2.6760 1.1964 -3.8229 0.00
C -3.4012 -2.2834 -0.4372 -0.02
C -4.7528 -2.6060 -0.5463 -0.01
C -5.2789 -3.5265 0.3373 -0.01
C -4.4744 -4.1358 1.3156 -0.02
C -3.1286 -3.8394 1.4139 -0.01
C -2.5946 -2.9054 0.5293 -0.03
N 1.4685 -1.4368 -0.0705 -0.01
H 5.6164 3.5378 -5.0220 0.00
H 7.0685 2.3014 -3.4633 0.00
H 6.1065 0.6724 -1.8550 0.00
H 5.4219 -1.8532 1.2830 0.00
H 5.6192 -3.4229 3.2078 0.00
H 3.6363 -4.5821 4.0878 0.00
H 1.3904 -4.1932 3.0696 0.00
H 3.1563 3.1787 -5.0140 0.00
H -0.8110 3.3446 -5.6821 0.00
H -3.0893 3.8444 -6.5701 0.00
H -5.0549 2.6502 -5.7050 0.00
H -4.8025 0.9216 -3.9225 0.00
H -5.3679 -2.1376 -1.3052 0.00
H -6.3289 -3.7866 0.2808 0.00
H -4.9190 -4.8535 1.9942 0.00
H -2.4958 -4.3148 2.1541 0.00
C 2.7641 2.4474 0.4801 0.00
As 1.0734 3.2371 0.0310 0.00
C 1.5225 4.7793 -1.0370 0.00
C 0.3811 3.9424 1.6950 0.00
O -0.0053 2.2917 -0.7712 0.04
H 3.3010 3.1258 1.1450 0.00
H 3.3417 2.2908 -0.4285 0.00
H 2.5878 1.4938 0.9717 0.00
H 2.2818 5.3893 -0.5483 0.00
H 0.6199 5.3646 -1.2058 0.00
H 1.8948 4.4119 -1.9935 0.00
H 0.7970 4.9329 1.8801 0.00
H 0.6473 3.2681 2.5058 0.00
H -0.7031 4.0023 1.6167 0.00
C -5.6960 1.4050 -0.3837 0.00
O -4.3628 1.6685 0.0585 0.00
C -3.8891 0.9617 1.0830 0.00
S -4.7204 -0.0025 2.0891 0.00
S -2.1684 1.2886 1.0347 0.00
H -5.8319 2.0406 -1.2536 0.00
H -6.4111 1.6488 0.4008 0.00
H -5.7867 0.3540 -0.6538 0.00
O -1.7928 0.3124 2.3548 0.00
C -0.4863 0.1204 2.5743 0.00
O 0.3891 0.7125 1.9925 0.00
C -0.2610 -0.8980 3.6384 0.00
C 1.0077 -0.9791 4.1979 0.00
C 1.2771 -1.9349 5.1611 0.00
C 0.2577 -2.7949 5.5265 0.00
C -1.0099 -2.7423 4.9700 0.00
C -1.2718 -1.7762 4.0160 0.00
N 0.5409 -3.8289 6.5404 0.00
O -0.3576 -4.5909 6.8385 0.00
O 1.6694 -3.8897 6.9877 0.00
H 1.7824 -0.3091 3.8502 0.00
H 2.2557 -2.0358 5.6045 0.00
H -1.7628 -3.4517 5.2781 0.00
H -2.2439 -1.7126 3.5437 0.00